The following is a DFT calculation (ωB97M-V with the def2-TZVPD basis set) of 15 unconnected molecules or ions with the total composition C47H95Cl28N4O4 in a non-equilibrium geometry.

```
178
Properties=species:S:1:pos:R:3:forces:R:3:mulliken_charge:R:1
C -3.160 4.370 3.873 0.276 0.172 0.314 -0.59
C -4.535 3.971 3.073 -3.530 -5.131 1.874 0.69
O -5.198 2.887 3.483 4.099 6.759 -2.584 -0.55
O -5.108 4.718 1.917 2.485 -2.147 1.766 -0.39
C -4.353 4.210 0.760 1.488 0.614 -1.761 0.66
C -5.242 3.387 -0.344 -0.506 -0.569 0.629 -0.59
C -4.487 2.082 -0.986 -0.940 -0.319 -0.380 -0.12
C -3.426 2.412 -2.191 -0.570 0.805 0.023 -0.26
C -2.044 3.158 -1.721 0.382 -1.107 -1.653 0.89
C -0.892 2.131 -1.114 -0.595 1.966 1.097 0.06
C 0.425 3.161 -1.068 -0.644 -1.425 -0.697 -0.30
C 1.779 2.459 -0.467 -0.530 1.206 -0.034 -0.12
N 2.934 2.886 -1.387 -0.579 -0.939 1.671 -0.02
C -1.296 1.391 0.295 -0.687 0.313 0.001 -0.41
C -1.774 -0.155 -0.059 1.238 0.600 1.171 0.15
O -1.263 -1.025 1.046 -0.426 0.983 -0.556 -0.14
C -1.742 -0.541 2.354 -0.362 0.137 0.716 -0.36
C -1.901 -1.729 3.492 -0.529 0.514 0.598 1.39
C -3.468 -2.253 3.593 0.345 0.545 0.897 -1.03
O -0.918 -2.818 3.365 -0.618 1.668 1.180 -0.43
C -1.072 -0.339 -1.560 1.035 1.739 0.398 -0.36
C -0.927 -1.750 -2.385 -0.754 1.469 -0.955 -0.39
C -2.357 -2.548 -2.292 -0.137 -1.697 -0.273 -0.34
C -1.994 -4.118 -1.845 -0.210 1.497 0.105 -0.59
N -1.343 -4.020 -0.471 -0.349 -1.485 -0.940 -0.38
N -0.623 0.905 -2.013 -2.420 -3.746 2.168 1.00
N 0.047 1.040 -3.238 1.005 -1.031 -0.100 -0.64
H -2.263 3.616 3.656 -2.218 1.469 0.151 0.16
H -3.375 4.249 5.040 0.219 0.297 -2.729 0.31
H -2.764 5.453 3.659 -1.002 -2.090 0.308 0.19
H -3.428 3.602 1.172 -1.868 0.895 -1.084 -0.18
H -3.881 5.139 0.178 -0.984 -1.801 1.404 -0.30
H -6.199 2.978 0.235 2.019 0.954 -1.264 0.33
H -5.598 4.097 -1.215 0.739 -1.312 1.842 0.20
H -4.057 1.451 -0.099 -0.613 1.199 -1.754 -0.29
H -5.345 1.411 -1.475 1.816 1.434 1.075 0.30
H -3.983 3.165 -2.931 1.171 -1.598 1.569 0.34
H -3.226 1.440 -2.855 -0.213 2.018 1.580 0.20
H -1.558 3.614 -2.711 -1.130 -1.131 2.489 -1.20
H -2.186 4.061 -0.990 0.101 -1.967 -1.202 0.14
H 0.593 3.474 -2.203 -0.418 -1.092 2.838 0.04
H 0.097 4.135 -0.506 0.609 -2.004 -0.890 0.26
H 1.642 1.298 -0.401 0.324 2.092 -0.035 0.10
H 1.949 2.918 0.621 -0.229 -1.330 -2.270 0.21
H 3.638 3.363 -0.779 -0.753 -1.071 -1.185 -0.04
H 3.338 2.065 -1.893 -0.333 1.135 0.898 0.03
H -0.382 1.502 1.017 -1.510 -1.007 -1.509 0.10
H -2.175 1.828 0.937 1.649 -0.240 -1.756 -0.28
H -2.922 -0.412 -0.029 2.104 1.128 -0.738 0.57
H -0.994 0.257 2.833 -1.599 -1.520 -1.335 0.08
H -2.825 -0.088 2.195 2.212 -0.637 0.519 0.02
H -1.679 -1.204 4.540 -0.558 -0.787 -2.361 -0.61
H -3.693 -3.200 2.940 0.510 1.966 1.263 0.29
H -3.652 -2.474 4.750 0.268 0.129 -2.617 0.23
H -4.196 -1.341 3.340 1.587 -2.121 0.386 0.31
H -0.292 -2.706 4.143 -0.978 -0.268 -1.317 0.16
H -0.760 -1.481 -3.535 -0.196 -0.461 2.551 0.37
H 0.014 -2.391 -2.075 -2.023 1.513 -0.198 0.20
H -3.141 -2.080 -1.558 1.778 -0.862 -1.273 0.25
H -2.864 -2.626 -3.349 1.104 0.442 1.958 0.24
H -1.278 -4.520 -2.686 -1.539 0.738 1.799 0.11
H -2.979 -4.777 -1.735 2.278 1.568 -0.506 0.44
H -1.562 -4.928 0.011 0.741 1.349 -0.481 0.28
H -0.308 -3.902 -0.537 -1.297 -0.416 0.136 0.16
H -0.527 0.664 -4.026 0.466 0.412 0.989 0.30
H 0.901 0.419 -3.116 -1.118 1.124 -0.758 -0.04
Cl -2.052 -6.464 -3.742 -0.114 -0.428 -0.350 -0.20
C -3.193 -7.037 -4.984 -0.570 -0.255 -0.262 0.04
C -3.392 -6.019 -6.096 0.250 -0.404 -0.050 -0.50
Cl -4.262 -4.570 -5.533 -0.007 0.150 0.075 -0.21
H -4.138 -7.284 -4.490 0.270 0.252 -0.082 0.07
H -2.774 -7.960 -5.396 -0.393 0.383 0.261 0.10
H -3.993 -6.457 -6.897 0.046 -0.008 0.225 0.28
H -2.437 -5.697 -6.523 -0.179 0.004 0.189 0.33
Cl 5.671 3.678 -0.073 0.453 0.103 0.097 -0.23
C 5.689 4.084 1.661 0.067 0.089 0.530 -0.49
C 5.955 2.868 2.534 0.326 0.217 -0.048 -0.27
Cl 4.600 1.713 2.509 -0.117 -0.043 -0.082 -0.15
H 4.734 4.558 1.909 0.157 -0.182 -0.102 0.36
H 6.483 4.824 1.804 -0.073 -0.208 -0.015 0.36
H 6.087 3.179 3.574 -0.041 0.022 -0.192 0.30
H 6.859 2.337 2.220 -0.241 0.106 0.034 0.10
Cl 1.856 5.025 -3.007 0.430 0.635 -0.579 0.04
C 1.134 6.311 -4.005 -0.066 0.239 -0.158 -0.69
C -0.362 6.450 -3.770 0.281 0.331 0.094 -0.48
Cl -1.272 5.047 -4.383 0.107 0.236 -0.453 -0.12
H 1.359 6.095 -5.054 -0.124 -0.011 0.226 0.31
H 1.640 7.243 -3.734 -0.179 -0.101 -0.016 0.35
H -0.741 7.329 -4.300 0.047 -0.162 0.030 0.46
H -0.594 6.566 -2.707 0.059 -0.113 -0.201 0.27
Cl -3.414 2.846 -6.696 0.072 -0.026 0.115 -0.15
C -4.667 3.757 -7.574 -0.306 0.216 -0.253 -0.49
C -4.224 5.175 -7.900 -0.017 -0.132 -0.207 -0.49
Cl -4.081 6.188 -6.442 -0.010 -0.031 0.018 -0.13
H -5.579 3.749 -6.970 0.274 0.063 -0.051 0.31
H -4.867 3.209 -8.499 0.102 0.136 0.125 0.32
H -4.964 5.656 -8.547 0.046 -0.151 0.122 0.33
H -3.260 5.187 -8.417 -0.175 -0.065 0.194 0.30
Cl -6.686 8.397 -2.384 0.049 -0.056 -0.019 -0.19
C -5.729 7.957 -0.949 0.126 -0.028 0.235 -0.28
C -4.233 8.024 -1.212 -0.157 0.280 0.290 -0.68
Cl -3.690 6.755 -2.337 0.047 -0.103 -0.101 -0.06
H -6.037 6.957 -0.628 0.108 0.171 -0.131 0.12
H -5.999 8.665 -0.159 0.134 -0.090 -0.143 0.37
H -3.684 7.875 -0.278 -0.150 -0.016 -0.082 0.30
H -3.940 8.993 -1.628 -0.134 -0.246 -0.002 0.43
Cl 1.828 -2.830 5.007 0.150 -0.062 -0.412 -0.18
C 2.326 -3.148 3.327 0.236 -0.088 -0.518 -0.08
C 2.966 -4.519 3.167 -0.230 0.045 -0.097 -0.47
Cl 4.549 -4.622 3.976 -0.021 0.003 0.037 -0.20
H 3.006 -2.348 3.017 -0.043 -0.212 0.156 0.34
H 1.424 -3.085 2.712 0.083 -0.082 0.122 -0.03
H 3.138 -4.726 2.107 -0.038 0.121 0.140 0.32
H 2.327 -5.311 3.570 0.134 0.224 0.000 0.32
Cl 2.609 -1.276 -3.175 -0.134 -0.070 0.184 -0.12
C 3.911 -1.043 -4.368 0.537 0.118 -0.450 -0.54
C 4.597 0.306 -4.214 0.120 -0.157 0.021 -0.53
Cl 3.529 1.659 -4.664 -0.079 -0.069 0.067 -0.13
H 3.482 -1.165 -5.368 0.003 0.113 0.275 0.30
H 4.634 -1.848 -4.208 -0.137 0.165 0.078 0.36
H 5.467 0.357 -4.874 -0.167 -0.115 0.068 0.37
H 4.937 0.469 -3.187 -0.123 -0.068 -0.178 0.31
Cl 9.602 3.448 2.381 -0.149 0.133 -0.071 -0.19
C 10.745 2.313 3.139 0.239 -0.259 0.319 -0.33
C 10.493 0.874 2.717 0.256 0.369 0.051 -0.15
Cl 8.962 0.240 3.370 -0.184 0.011 0.000 -0.21
H 10.674 2.433 4.225 -0.163 -0.066 -0.232 0.36
H 11.749 2.621 2.829 -0.527 -0.104 0.152 0.13
H 11.290 0.230 3.099 -0.419 0.482 -0.026 -0.05
H 10.465 0.773 1.628 -0.025 0.061 0.248 0.38
Cl 13.446 1.895 1.437 0.345 -0.105 -0.348 -0.18
C 14.589 0.760 2.196 0.322 -0.273 0.146 -0.53
C 14.337 -0.679 1.774 0.335 0.122 -0.123 -0.37
Cl 12.806 -1.313 2.426 0.369 -0.415 -0.150 -0.17
H 14.518 0.880 3.281 -0.081 -0.059 -0.243 0.30
H 15.593 1.067 1.885 -0.188 -0.106 -0.008 0.39
H 15.134 -1.323 2.155 -0.109 0.169 0.007 0.32
H 14.309 -0.780 0.684 -0.082 0.089 0.250 0.31
Cl -1.871 -11.095 -5.224 -0.029 0.083 -0.015 -0.16
C -0.569 -10.861 -6.416 0.228 0.024 -0.204 -0.45
C 0.117 -9.513 -6.262 0.300 -0.345 0.060 -0.48
Cl -0.951 -8.159 -6.712 0.547 -0.177 -0.435 -0.15
H -0.998 -10.983 -7.416 0.037 0.117 0.246 0.30
H 0.154 -11.666 -6.257 -0.066 0.208 0.023 0.34
H 0.987 -9.461 -6.922 -0.176 -0.065 0.043 0.34
H 0.457 -9.349 -5.235 -0.206 -0.023 -0.190 0.29
Cl -1.760 -0.347 8.893 0.047 0.012 -0.037 -0.20
C -2.035 -1.521 7.583 -0.062 -0.222 -0.141 -0.12
C -1.241 -2.803 7.784 -0.405 0.039 0.025 -0.41
Cl 0.511 -2.546 7.596 -0.156 0.103 0.585 -0.18
H -1.784 -1.037 6.634 0.051 -0.076 0.271 -0.08
H -3.106 -1.745 7.577 0.193 -0.052 0.047 0.36
H -1.534 -3.543 7.033 0.013 0.122 0.085 0.29
H -1.416 -3.234 8.774 0.037 0.198 -0.256 0.33
Cl -1.727 -5.981 9.156 -0.085 -0.132 -0.020 -0.18
C -0.152 -5.827 9.974 0.390 0.066 0.167 -0.43
C 1.009 -6.168 9.053 -0.004 0.269 0.050 -0.24
Cl 1.053 -7.899 8.637 -0.048 -0.001 -0.018 -0.19
H -0.165 -6.469 10.860 -0.030 0.061 -0.277 0.39
H -0.069 -4.789 10.307 0.059 -0.134 -0.119 0.26
H 1.956 -5.938 9.549 -0.195 -0.020 0.004 0.32
H 0.965 -5.596 8.121 -0.070 -0.139 0.202 0.12
Cl -5.174 -9.778 -4.373 -0.020 -0.085 -0.022 -0.12
C -6.843 -9.181 -4.543 -0.348 0.059 -0.010 -0.58
C -7.338 -9.259 -5.979 -0.160 -0.224 0.230 -0.41
Cl -6.496 -8.107 -7.045 0.067 0.017 -0.009 -0.16
H -6.878 -8.156 -4.160 0.059 -0.182 -0.169 0.33
H -7.469 -9.806 -3.900 0.085 0.063 -0.183 0.35
H -8.401 -9.007 -6.019 0.180 0.017 0.077 0.32
H -7.210 -10.263 -6.395 0.086 0.243 0.113 0.31
Cl -2.613 8.273 4.776 -0.016 -0.043 -0.071 -0.18
C -1.655 7.833 6.211 0.202 -0.048 0.306 -0.46
C -0.159 7.900 5.948 -0.119 0.252 0.244 -0.44
Cl 0.384 6.630 4.823 -0.027 -0.040 -0.079 -0.16
H -1.963 6.833 6.532 0.110 0.186 -0.158 0.29
H -1.925 8.541 7.001 0.115 -0.077 -0.165 0.34
H 0.390 7.750 6.882 -0.158 -0.027 -0.116 0.30
H 0.133 8.869 5.532 -0.136 -0.246 0.008 0.31
```
Positions in Å, forces in eV/Å.

Calculated values
LUMO level	-3.0254	eV
highest occupied orbital energy	-10.66	eV
net charge	+1
Kohn-Sham gap	7.6	eV